# C3H4N2O

A 2-piece molecular cluster, C3H4N2O overall (ωB97M-V/def2-TZVPD, the Open Molecules 2025 dataset).

Computed properties:
Kohn-Sham gap (alpha / beta): 7.9170 / 7.9152 eV
Total charge: 0
Energy above the lowest of the compared OMol25 structures with the same formula, charge and spin: 524.6 kJ/mol

Each line ends with the Löwdin charge.
Atoms and positions in Å:
C1 0.547783 0.895415 -0.846124  -0.0598
C2 0.102966 -0.882115 0.588069  -0.1467
C3 -1.288533 -0.424161 0.582668  -0.3432
N1 1.626314 1.434130 -1.202143  0.0422
N2 0.904695 -1.783371 0.870707  0.1230
O1 -2.127441 -0.700193 -0.251095  0.0347
H1 -0.513489 1.171682 -0.924384  0.0505
H2 -1.519593 0.437583 1.259291  0.1268
H3 1.498812 2.346254 -1.710215  0.0755
H4 0.768486 -2.495225 1.633226  0.0971

Forces on the atoms, in the same order (eV/Å):
0.86 -0.31 1.03
1.26 -0.14 -1.68
-0.83 0.87 0.37
-2.02 -0.51 0.57
-0.23 0.90 0.84
0.68 -0.36 0.20
0.35 0.23 -0.58
0.42 -0.44 0.11
0.03 -1.07 0.35
-0.52 0.83 -1.20

***

# C3H4N2O

A single C3H4N2O molecule (ωB97M-V/def2-TZVPD, the Open Molecules 2025 dataset).

Computed properties:
SMILES: O=C1CNC=N1
Kohn-Sham gap: 10.3395 eV
Total charge: 0
Energy above the lowest of the compared OMol25 structures with the same formula, charge and spin: 53.4 kJ/mol

Each line ends with the Löwdin charge.
Atoms and positions in Å:
O1 2.390697 0.123227 0.364317  0.0783
C1 1.191745 0.230098 0.318106  -0.4728
C2 0.268222 -0.899385 -0.157920  -0.0895
N1 -0.959418 -0.161448 -0.378791  0.0191
C3 -0.765806 1.086350 0.128426  -0.1850
N2 0.424853 1.392615 0.533305  0.1245
H1 0.773819 -1.277449 -1.047910  0.1278
H2 0.145616 -1.715166 0.563407  0.1318
H3 -1.875257 -0.570137 -0.478170  0.1353
H4 -1.594469 1.791295 0.155228  0.1304

Forces on the atoms, in the same order (eV/Å):
-0.39 0.19 0.28
0.48 -0.09 0.01
0.16 -0.04 -0.04
-0.05 0.11 0.02
-0.02 0.00 -0.03
-0.11 -0.14 -0.09
-0.49 -0.14 -0.16
0.12 0.23 -0.03
0.20 0.03 0.03
0.11 -0.14 0.01

***

# C3H4N2O

A single C3H4N2O molecule (ωB97M-V/def2-TZVPD, the Open Molecules 2025 dataset).

Computed properties:
SMILES: Oc1cnc[nH]1
Kohn-Sham gap: 8.4402 eV
Total charge: 0
Energy above the lowest of the compared OMol25 structures with the same formula, charge and spin: 198.9 kJ/mol

Each line ends with the Löwdin charge.
Atoms and positions in Å:
O1 -2.089024 0.281054 -0.026414  0.0101
C1 -0.670831 0.304367 -0.107725  -0.2919
C2 0.348260 1.255700 -0.018885  -0.1736
N1 1.504898 0.735487 0.061765  0.0445
C3 1.353918 -0.562029 -0.007663  -0.2167
N2 0.052593 -0.867190 -0.069226  0.0800
H1 -2.310333 -0.635300 0.378537  0.1333
H2 0.146287 2.290921 -0.121071  0.0989
H3 2.263811 -1.070494 -0.194625  0.1070
H4 -0.599580 -1.732519 0.105305  0.2084

Forces on the atoms, in the same order (eV/Å):
1.66 -2.09 0.69
0.35 -0.10 0.82
-6.07 2.27 -0.38
3.64 -1.34 -0.54
1.50 0.60 0.50
-4.34 -2.69 0.09
0.27 2.46 -0.96
0.13 0.89 0.26
-0.03 -1.62 0.23
2.90 1.62 -0.72